DFT (the ωB97M-V functional and the def2-TZVPD basis) results for one molecule with the formula C4H2ClF6N.

For the LUMO energy, the calculation gives 0.2 eV. The energy is -1267.70343 Ha.

Cartesian coordinates (Å):
F 0.1663 -1.8451 -1.5711
C 0.6532 -1.3501 -0.4429
F 1.9445 -1.2181 -0.6822
F 0.5044 -2.2042 0.5614
C -0.1336 -0.0035 -0.0310
C 0.8108 0.7913 0.7998
F 1.3962 -0.0286 1.6980
F 1.7888 1.4314 0.2135
F 0.1018 1.7281 1.4705
C -1.6267 0.0122 -0.0217
N -0.8572 0.5894 -1.0890
Cl -0.7808 2.3451 -1.2954
H -1.9820 -0.9568 -0.4015
H -1.9857 0.7089 0.7918

Forces on atoms 1 to 2 (eV/Å):
F -0.91 -0.50 -0.13
C -1.15 1.29 -0.07